1.
Entry from OMol25: a cluster of 2 separate species, C4H9N2O2 in total in a non-equilibrium geometry (wB97M-V/def2-TZVPD).

Last column: Mulliken charge in e.
CARTESIAN COORDINATES (ANGSTROEM)
O  -0.539  -2.015  0.357  -0.812
C  -0.354  -0.836  -0.049  0.214
N  0.597  -0.018  0.378  -0.579
C  4.082  0.445  1.442  -0.121
O  4.642  0.890  2.426  -0.438
C  -1.309  -0.214  -1.070  0.419
C  -1.732  1.185  -0.587  -1.403
N  -2.629  -0.917  -1.171  -0.875
H  1.254  -0.452  1.010  0.135
H  3.404  1.087  0.873  0.284
H  4.365  -0.575  1.185  0.251
H  -0.828  -0.194  -2.048  0.273
H  -0.833  1.810  -0.542  0.382
H  -2.534  1.566  -1.224  0.406
H  -2.191  1.195  0.413  0.268
H  -2.362  -1.919  -1.156  0.292
H  -3.034  -1.039  -0.237  0.304

Net charge: -1
Spin multiplicity: 1
LUMO level: 0.1304 Ha

2.
Entry from OMol25: a structure of composition C38H38Cl7GeN2NaP (wB97M-V/def2-TZVPD).

Last column: Mulliken charge in e.
CARTESIAN COORDINATES (ANGSTROEM)
Na  0.702  0.241  0.165  0.716
N  -3.009  0.264  0.106  0.017
C  -3.603  -0.927  -0.213  0.504
C  -5.014  -0.988  -0.201  -0.603
C  -5.687  -2.129  -0.576  -0.602
C  -4.986  -3.264  -0.980  -0.914
C  -3.605  -3.217  -0.982  0.133
C  -2.884  -2.079  -0.605  -0.097
P  -1.032  -2.142  -0.585  1.010
C  -0.836  -3.800  0.197  0.591
C  -1.198  -3.864  1.544  -0.839
C  -1.150  -5.058  2.240  -0.598
C  -0.717  -6.216  1.601  -0.566
C  -0.340  -6.160  0.268  -0.588
C  -0.402  -4.958  -0.433  -0.132
C  -0.618  -2.466  -2.345  0.410
C  0.709  -2.817  -2.617  -0.107
C  1.134  -3.035  -3.919  -0.911
C  0.242  -2.884  -4.976  -0.643
C  -1.071  -2.513  -4.718  -0.704
C  -1.501  -2.308  -3.410  -0.692
H  -3.555  1.024  0.466  0.240
H  -2.014  0.383  0.177  -0.197
H  -5.567  -0.102  0.099  0.335
H  -6.772  -2.136  -0.560  0.363
H  -5.508  -4.168  -1.271  0.403
H  -3.051  -4.104  -1.268  0.356
H  -1.527  -2.960  2.046  0.410
H  -1.436  -5.086  3.286  0.356
H  -0.669  -7.154  2.142  0.345
H  0.009  -7.055  -0.236  0.415
H  -0.098  -4.936  -1.472  0.451
H  1.418  -2.920  -1.800  0.321
H  2.166  -3.309  -4.107  0.460
H  0.570  -3.048  -5.996  0.374
H  -1.768  -2.378  -5.537  0.408
H  -2.526  -2.013  -3.222  0.395
Cl  3.169  0.405  -0.751  -0.214
C  3.278  -1.342  -0.618  0.831
C  4.002  -2.040  -1.569  -0.613
C  4.127  -3.419  -1.462  -0.593
C  3.537  -4.066  -0.383  -0.672
C  2.818  -3.351  0.562  1.103
Cl  2.116  -4.238  1.888  -0.149
C  2.607  -1.936  0.495  -2.012
N  1.827  -1.222  1.332  1.195
H  4.465  -1.501  -2.386  0.434
H  4.685  -3.981  -2.202  0.401
H  3.628  -5.141  -0.270  0.445
C  0.794  -1.907  6.826  -1.493
C  0.560  -2.516  5.446  0.122
C  -0.053  -1.540  4.441  0.235
C  0.825  -0.338  4.066  0.098
Ge  2.404  -0.698  2.963  -1.048
C  3.854  -1.825  3.707  -0.495
C  4.879  -1.018  4.511  -1.137
C  4.313  -0.438  5.803  0.590
C  5.321  0.423  6.562  -1.550
H  1.261  -2.628  7.503  0.410
H  -0.153  -1.589  7.275  0.374
H  1.449  -1.033  6.777  0.225
H  -0.103  -3.380  5.547  0.442
H  1.504  -2.899  5.045  -0.143
H  -1.013  -1.185  4.838  0.720
H  -0.280  -2.096  3.526  -0.820
H  1.139  0.235  4.947  0.440
H  0.237  0.356  3.458  -0.601
H  3.117  0.704  2.865  -0.135
H  4.336  -2.291  2.843  0.281
H  3.451  -2.644  4.309  0.459
H  5.259  -0.193  3.899  0.304
H  5.743  -1.648  4.757  0.489
H  3.968  -1.258  6.444  0.215
H  3.430  0.166  5.565  -0.083
H  6.205  -0.160  6.838  0.333
H  4.893  0.838  7.477  0.408
H  5.655  1.258  5.940  0.330
Cl  0.562  2.089  -2.057  -0.178
C  0.292  3.014  -0.571  0.955
C  -0.353  2.364  0.470  -1.272
C  -0.625  3.179  1.555  0.781
Cl  -1.548  2.490  2.904  -0.212
C  -0.256  4.521  1.650  -0.436
Cl  -0.631  5.475  3.045  -0.219
C  0.435  5.105  0.588  0.712
Cl  0.929  6.759  0.667  -0.216
C  0.706  4.345  -0.547  -0.650
Cl  1.537  5.064  -1.887  -0.213

Net charge: -1
Spin multiplicity: 1
LUMO level: 0.0776 Ha

3.
Entry from OMol25: a cluster of 10 separate species, C24H69N17O10 in total in a non-equilibrium geometry (wB97M-V/def2-TZVPD).

Last column: Mulliken charge in e.
CARTESIAN COORDINATES (ANGSTROEM)
C  -4.205  -0.748  -3.209  -2.085
C  -4.446  -0.857  -1.715  2.158
C  -5.215  -2.153  -1.354  -1.785
C  -3.149  -0.780  -0.861  -0.973
C  -3.389  -0.592  0.641  0.252
C  -4.153  0.764  0.853  -0.921
C  -5.481  0.682  0.123  1.742
C  -6.437  -0.338  0.791  -1.940
C  -6.255  2.038  0.078  -2.046
N  -5.278  0.357  -1.312  0.247
O  -6.531  0.307  -1.930  -0.573
H  -3.321  -1.371  -3.413  0.370
H  -5.055  -1.074  -3.823  0.359
H  -3.865  0.236  -3.433  0.538
H  -5.416  -2.118  -0.299  0.343
H  -6.131  -2.220  -1.887  0.424
H  -4.531  -2.987  -1.593  0.373
H  -2.708  -1.784  -1.011  0.539
H  -2.495  0.020  -1.207  -0.200
H  -4.062  -1.320  1.015  0.683
H  -2.484  -0.663  1.264  -0.543
H  -3.539  1.618  0.507  -0.237
H  -4.401  0.923  1.933  0.492
H  -5.930  -1.272  1.031  0.340
H  -7.273  -0.595  0.158  0.382
H  -6.865  0.053  1.712  0.458
H  -6.393  2.477  1.070  0.446
H  -7.281  1.911  -0.221  0.488
H  -5.739  2.839  -0.445  0.312
H  -6.649  1.026  -2.542  0.346
C  -2.342  3.722  -0.952  -0.203
O  -1.763  3.680  -2.247  -0.231
C  -0.838  4.764  -2.336  -1.052
C  0.526  4.489  -1.764  1.379
C  1.240  5.824  -1.475  -1.680
N  1.373  3.618  -2.585  -0.417
H  -2.924  2.823  -0.806  -0.402
H  -2.966  4.611  -0.875  0.448
H  -1.601  3.739  -0.150  0.395
H  -0.689  4.980  -3.405  0.478
H  -1.271  5.651  -1.797  0.362
H  0.362  3.934  -0.861  -0.399
H  2.319  5.789  -1.659  0.409
H  0.995  6.105  -0.452  0.387
H  0.835  6.528  -2.210  0.386
H  1.002  2.665  -2.607  -0.197
H  1.352  3.906  -3.590  0.275
C  7.088  -2.702  4.456  -0.680
O  6.174  -1.616  4.561  -0.417
C  4.854  -1.761  4.079  -0.952
C  4.622  -1.203  2.677  0.661
C  3.178  -1.424  2.231  -0.233
N  5.463  -1.842  1.678  -0.699
H  7.771  -2.522  3.616  0.266
H  6.594  -3.666  4.220  0.267
H  7.720  -2.892  5.328  0.264
H  4.589  -2.813  4.231  0.479
H  4.348  -1.184  4.821  0.290
H  4.827  -0.115  2.673  0.096
H  3.107  -2.413  1.774  -0.055
H  2.865  -0.739  1.428  0.029
H  2.491  -1.371  3.092  0.172
H  5.249  -2.835  1.651  0.294
H  5.247  -1.417  0.780  0.256
N  -2.145  -0.999  4.316  -0.221
C  -1.070  -0.317  4.214  0.543
N  -0.773  0.558  5.113  -0.542
O  -0.252  -0.503  3.312  -0.671
H  -2.759  -1.013  5.117  0.214
H  -2.281  -1.807  3.682  0.179
H  -1.531  0.937  5.703  0.220
H  -0.054  1.172  4.721  0.265
N  3.439  -4.287  -0.342  -0.225
C  2.446  -4.920  0.221  0.489
N  2.768  -5.953  0.926  -0.461
O  1.312  -4.474  0.260  -0.684
H  3.096  -3.486  -0.878  0.154
H  4.304  -4.739  -0.603  0.216
H  3.600  -6.423  0.615  0.199
H  1.982  -6.520  1.083  0.278
N  4.214  3.417  -1.456  -0.326
C  4.601  3.537  -0.167  0.547
N  3.691  3.316  0.887  -0.529
O  5.765  3.779  0.054  -0.655
H  3.233  3.605  -1.732  0.170
H  4.843  3.936  -2.082  0.253
H  4.163  2.820  1.649  0.286
H  2.864  2.897  0.553  0.326
N  -1.639  -4.479  0.983  -0.282
C  -1.563  -3.747  2.062  0.643
N  -0.371  -3.607  2.601  -0.305
O  -2.580  -3.244  2.553  -0.808
H  -0.771  -4.719  0.514  0.234
H  -2.507  -4.676  0.564  0.183
H  -0.226  -2.945  3.349  0.176
H  0.395  -4.083  2.138  0.207
N  0.431  -0.971  0.130  0.804
C  0.213  0.314  -0.081  -0.360
N  -0.537  0.999  0.778  0.340
O  0.489  0.869  -1.121  -0.541
H  0.975  -1.501  -0.535  0.069
H  0.150  -1.452  0.985  -0.328
H  -0.608  0.758  1.752  0.091
H  -0.616  1.934  0.393  -0.059
N  -0.799  1.328  -4.223  -0.151
C  -0.186  1.749  -5.365  0.567
N  0.462  0.876  -6.124  -0.420
O  -0.186  2.941  -5.623  -0.674
H  -1.119  2.085  -3.638  -0.006
H  -0.642  0.502  -3.665  0.194
H  0.235  -0.094  -6.001  0.212
H  0.514  1.215  -7.063  0.283
N  5.046  -0.873  -1.545  -0.421
C  3.760  -0.753  -1.946  0.682
N  3.162  0.398  -2.126  -0.216
O  3.158  -1.807  -2.103  -0.837
H  5.672  -0.132  -1.728  0.180
H  5.380  -1.783  -1.786  0.240
H  2.165  0.383  -1.890  0.023
H  3.564  1.284  -1.847  0.286

Spin multiplicity: 1
Structure (SMILES): CC1(C)CCCC(C)(C)N1O.COC[C@H](C)N.COC[C@H](C)N.NC(N)=O.NC(N)=O.NC(N)=O.NC(N)=O.NC(N)=O.NC(N)=O.NC(N)=O
LUMO level: 0.0084 Ha